113
Properties=species:S:1:pos:R:3:forces:R:3 method="wB97M-V/def2-TZVPD" homo_lumo_gap_ev=6.03 molar_mass_g_mol=1100.94 multiplicity=1 de_lowest_kcal_mol=32.3 lumo_ev=-5.3 homo_energy_ev=-11.28 energy_ev=-159087.465 charge=+2
Pt -0.42581 0.49797 0.26844 -0.35 -0.57 -0.01
C -2.73095 3.08869 0.08972 0.04 0.04 0.10
N -1.51318 3.86463 0.09855 -0.11 0.08 0.34
C -0.61974 3.65623 -1.00374 0.14 -0.23 -0.16
P 0.62782 2.43584 -0.39394 -0.98 0.54 1.40
C 1.97481 2.53615 -1.57630 0.05 -0.89 -0.08
C 3.30196 2.38663 -1.17058 -0.06 0.07 -0.09
C 4.31818 2.43354 -2.11069 0.07 -0.01 0.06
C 4.01865 2.59972 -3.45708 -0.06 0.06 0.02
C 2.69697 2.71015 -3.86737 0.02 -0.03 -0.02
C 1.67433 2.66068 -2.93343 -0.04 0.09 0.11
C 1.20275 3.26398 1.12242 0.28 -0.18 0.00
C 0.69417 2.84730 2.35445 0.12 0.10 -0.04
C 1.07829 3.48142 3.52609 0.02 0.03 -0.01
C 1.99704 4.52238 3.48125 -0.01 -0.02 0.01
C 2.50973 4.94102 2.26279 -0.01 0.08 -0.02
C 2.10850 4.32375 1.08717 -0.11 0.00 -0.09
C -1.67614 5.19849 0.60152 0.00 0.05 -0.03
C -1.70278 6.30265 -0.24275 -0.08 -0.03 -0.04
C -1.91284 7.57290 0.27876 0.01 -0.01 0.00
C -2.10412 7.74746 1.64083 0.02 -0.01 -0.01
C -2.07055 6.64548 2.48543 -0.04 -0.01 0.00
C -1.85476 5.37734 1.96932 0.03 -0.05 0.01
P -2.50953 1.28069 -0.22679 0.85 0.69 -1.16
C -4.06284 0.65558 0.43578 0.26 -0.50 0.37
C -4.35239 0.87264 1.78589 0.00 0.11 -0.10
C -5.55282 0.43501 2.31828 -0.03 0.01 0.01
C -6.46701 -0.23184 1.50928 0.08 -0.02 0.00
C -6.16585 -0.48011 0.17719 -0.08 0.00 0.03
C -4.95869 -0.05393 -0.35906 0.06 0.05 -0.05
C -2.59916 1.14758 -2.04372 -0.08 -0.10 -0.01
C -1.60739 0.44699 -2.73553 -0.12 -0.02 0.04
C -1.59046 0.44919 -4.12440 0.00 0.06 -0.01
C -2.56618 1.13656 -4.83147 0.03 -0.04 0.02
C -3.57738 1.80353 -4.15056 -0.04 0.05 -0.03
C -3.59541 1.81131 -2.76601 0.03 -0.03 0.08
H -3.45279 3.45496 -0.65503 -0.08 -0.05 0.02
H -3.19593 3.19614 1.06814 -0.10 -0.08 0.00
H -0.07376 4.56471 -1.25179 0.00 0.02 -0.05
H -1.12994 3.28334 -1.89653 0.10 0.12 -0.12
H 3.53683 2.25794 -0.12023 0.01 0.05 0.01
H 5.34880 2.34646 -1.78932 -0.01 0.01 -0.04
H 4.81594 2.65361 -4.18641 0.00 -0.03 0.01
H 2.46250 2.82916 -4.91685 0.00 0.00 0.02
H 0.64237 2.72498 -3.25768 0.03 0.00 -0.06
H -0.01424 2.02854 2.37720 -0.07 -0.02 0.02
H 0.65968 3.17474 4.47710 0.01 -0.03 -0.02
H 2.31116 5.00988 4.39492 -0.02 0.01 -0.01
H 3.21658 5.75944 2.22565 -0.01 0.00 -0.01
H 2.49715 4.67528 0.13872 0.03 0.00 0.03
H -1.59625 6.17520 -1.31423 0.02 0.01 0.02
H -1.94722 8.42488 -0.38775 0.01 -0.01 0.01
H -2.28503 8.73570 2.04179 0.03 -0.01 0.00
H -2.21504 6.77499 3.55051 0.01 0.00 -0.02
H -1.81188 4.51343 2.62369 0.00 0.03 0.00
H -3.63714 1.39031 2.41697 -0.05 0.01 0.03
H -5.78128 0.61738 3.36024 0.00 0.00 -0.01
H -7.40862 -0.56700 1.92397 0.00 0.02 -0.02
H -6.87859 -1.00040 -0.44937 0.03 -0.02 0.00
H -4.71825 -0.26234 -1.39374 -0.04 0.01 0.01
H -0.85522 -0.11751 -2.19808 0.05 0.02 -0.02
H -0.80647 -0.08255 -4.64820 -0.03 -0.03 0.01
H -2.54851 1.14472 -5.91353 0.00 0.00 0.01
H -4.34893 2.32533 -4.70153 0.00 -0.01 0.02
H -4.39093 2.33334 -2.24674 0.00 0.02 -0.04
C -1.71853 -4.14787 0.18428 0.06 0.19 -0.14
P -1.83000 -2.60503 1.08117 0.10 -0.45 0.29
C -0.63978 -2.67118 2.43050 -0.03 0.15 -0.09
C -3.46393 -2.53832 1.81753 0.12 0.11 -0.09
O -1.55091 -1.42096 0.17355 0.35 0.76 0.28
H -1.88695 -5.00235 0.84015 -0.04 0.04 0.03
H -0.72804 -4.20307 -0.27700 -0.02 -0.01 -0.01
H -2.46329 -4.14128 -0.61288 -0.01 -0.05 0.01
H -0.66521 -3.62261 2.96144 -0.04 0.02 -0.02
H -0.86287 -1.86035 3.12732 0.04 -0.03 0.03
H 0.34963 -2.50544 1.99951 0.00 -0.07 0.02
H -3.63042 -3.40054 2.46429 0.00 0.01 -0.02
H -4.20642 -2.52572 1.01905 -0.03 -0.04 0.03
H -3.56542 -1.61670 2.39019 -0.02 -0.06 0.05
C 5.13361 -0.58727 1.82849 -0.06 0.07 -0.01
N 3.81786 -0.70339 1.22451 0.08 0.05 -0.06
C 3.62609 -0.88873 -0.20625 0.07 -0.07 0.00
C 2.14181 -0.64232 -0.34258 0.27 -0.39 0.05
O 1.48771 -0.71164 -1.35221 -0.03 0.48 -0.14
N 1.62113 -0.33460 0.90859 -0.44 0.21 -1.01
C 2.64907 -0.35874 1.77181 -0.27 0.03 0.12
N 2.48253 -0.11974 3.07141 0.03 0.06 -0.01
H 5.79881 -1.31584 1.37148 -0.03 -0.06 0.03
H 5.09176 -0.79066 2.89661 0.02 -0.06 -0.01
H 5.55063 0.40950 1.66829 0.00 0.00 0.04
H 3.87658 -1.89785 -0.54005 -0.07 -0.04 0.04
H 4.19347 -0.16899 -0.79946 -0.01 0.02 0.03
H 1.57791 0.18144 3.38824 0.02 0.07 0.00
H 3.25785 -0.06377 3.70675 -0.01 0.02 0.01
C 2.04596 -5.47189 0.93738 0.03 -0.01 0.08
N 2.15024 -6.02102 -0.39269 -0.03 -0.11 -0.17
C 1.93751 -5.35419 -1.55685 0.10 0.05 0.05
Se 1.55350 -3.56338 -1.78087 0.03 -0.30 0.16
N 2.10738 -6.25119 -2.55116 0.02 -0.18 0.03
C 2.43781 -7.50474 -2.04235 -0.04 0.04 -0.05
C 2.70256 -8.72147 -2.64663 0.00 -0.02 -0.06
C 2.99555 -9.78707 -1.80996 -0.01 0.02 -0.04
C 3.02637 -9.63724 -0.42253 -0.02 0.01 0.05
C 2.76094 -8.41615 0.17890 0.00 -0.03 0.03
C 2.46413 -7.35672 -0.66231 -0.02 0.08 0.09
H 1.83511 -4.40892 0.85394 -0.01 0.02 -0.06
H 2.98288 -5.61298 1.47772 0.00 -0.02 -0.01
H 1.24241 -5.96711 1.48549 0.01 -0.01 0.01
H 2.00290 -6.01075 -3.52182 0.00 0.09 0.01
H 2.68237 -8.84019 -3.72180 0.00 0.01 0.02
H 3.20256 -10.75604 -2.24273 0.01 0.01 0.00
H 3.25788 -10.49275 0.19718 0.01 0.01 -0.01
H 2.78510 -8.30445 1.25474 0.00 0.01 -0.01

=====

110
Properties=species:S:1:pos:R:3:forces:R:3 method="wB97M-V/def2-TZVPD" homo_lumo_gap_ev=6.57 molar_mass_g_mol=1259.44 multiplicity=1 de_lowest_kcal_mol=14.9 lumo_ev=-8.9 homo_energy_ev=-15.49 energy_ev=-88919.637 charge=+3
Hf -0.04047 1.07261 0.71562 0.28 1.96 0.65
C 1.82399 -1.14034 0.32789 -0.09 0.49 -0.18
C 1.58499 -1.00764 1.83245 -0.46 -0.58 -0.28
C 0.47135 -1.93661 2.35173 -0.03 -0.04 -0.09
Sb -1.17548 -1.10748 3.51476 0.01 -0.08 0.22
C -0.20431 -1.16552 5.38680 0.21 -0.04 0.07
C -1.02271 -1.06627 6.51208 0.08 0.02 0.02
C -0.47532 -1.17012 7.78545 -0.04 0.00 -0.03
C 0.88605 -1.38284 7.93979 0.03 0.02 -0.01
C 1.71048 -1.48174 6.82439 -0.03 0.00 -0.04
C 1.16789 -1.37573 5.55158 -0.07 0.01 0.11
C -0.63280 1.05395 3.18296 -0.16 -0.02 -0.53
C -1.68430 1.89918 2.76714 -0.07 -0.03 0.28
C -1.64572 3.27511 2.98517 -0.07 -0.08 0.22
C -0.57010 3.82843 3.65961 0.04 -0.01 0.03
C 0.46208 3.01048 4.11768 -0.03 0.05 0.02
C 0.44931 1.64961 3.86225 -0.13 0.00 0.06
Sb 3.09859 0.40871 -0.58612 0.05 -0.15 0.11
C 2.25485 2.07886 0.70375 0.05 0.20 -0.35
C 2.95171 2.27396 1.90908 -0.03 0.02 0.00
C 3.11299 3.54193 2.45067 0.02 -0.03 -0.01
C 2.51085 4.64008 1.85403 -0.05 -0.01 -0.03
C 1.75750 4.47537 0.69469 0.02 0.05 0.04
C 1.67141 3.22571 0.10180 0.54 -0.16 -0.16
C 4.75324 -0.03190 0.66520 0.10 -0.03 0.08
C 5.66927 0.96494 1.00486 0.03 -0.04 -0.03
C 6.83824 0.64192 1.67649 0.01 0.02 -0.01
C 7.11640 -0.68259 1.99194 0.00 -0.01 0.00
C 6.22715 -1.68338 1.63188 -0.06 0.01 -0.06
C 5.04825 -1.36092 0.96654 0.08 0.04 0.09
H 0.88966 -1.22746 -0.24883 -0.02 -0.12 0.07
H 2.35255 -2.07178 0.12189 -0.08 -0.04 -0.07
H 1.37409 0.04755 2.10841 0.19 0.18 0.29
H 2.52228 -1.21050 2.35253 0.04 0.29 0.06
H 0.88558 -2.71335 2.99589 0.01 0.01 0.00
H -0.00918 -2.45231 1.51892 0.07 0.01 -0.05
H -2.09272 -0.92118 6.40730 0.00 -0.01 0.01
H -1.11571 -1.10006 8.65468 0.00 -0.01 -0.01
H 1.30747 -1.48224 8.93136 0.00 0.01 -0.01
H 2.77124 -1.65761 6.94849 -0.01 0.00 0.00
H 1.82426 -1.47798 4.69348 0.00 -0.01 0.00
H -2.58316 1.43661 2.37070 0.07 -0.06 -0.10
H -2.48180 3.90351 2.70412 0.01 0.01 0.02
H -0.55227 4.89107 3.86781 0.00 -0.02 0.02
H 1.26336 3.43643 4.70729 0.00 0.01 -0.03
H 1.22528 1.02279 4.28768 0.07 0.00 -0.11
H 3.44796 1.43690 2.38340 -0.05 -0.02 0.05
H 3.72498 3.67088 3.33518 -0.02 0.00 0.00
H 2.64948 5.62961 2.27210 -0.01 -0.02 0.00
H 1.31092 5.33365 0.20794 0.04 0.00 0.00
H 1.28393 3.17287 -0.91233 -0.15 -0.04 0.07
H 5.48290 2.00176 0.74411 0.01 0.00 0.00
H 7.54104 1.42155 1.94030 0.00 -0.01 -0.01
H 8.03496 -0.93530 2.50450 -0.01 0.01 0.00
H 6.45286 -2.71808 1.85380 0.00 0.01 0.01
H 4.38527 -2.16856 0.67752 0.00 0.00 0.01
C -2.95231 -2.26384 -2.59876 0.00 -0.06 -0.02
C -2.43404 -2.26693 -1.17482 0.03 0.04 0.05
C -1.75925 -3.59074 -0.87046 0.00 -0.06 0.04
O -1.39103 -1.22878 -1.07570 -0.08 0.11 0.18
B -1.56315 -0.52580 0.09462 -0.64 -1.46 -0.85
O -2.69581 -0.88273 0.75736 -0.09 0.19 -0.02
C -3.47477 -1.81864 -0.09003 0.05 0.06 -0.04
C -4.62992 -1.01401 -0.65668 0.00 0.07 0.03
C -3.99025 -2.92585 0.80322 -0.06 0.00 0.03
H -2.16416 -2.60413 -3.27086 -0.01 0.01 0.00
H -3.26341 -1.27097 -2.91875 -0.02 -0.01 0.01
H -3.79810 -2.94617 -2.69945 0.02 0.01 0.00
H -0.93618 -3.74340 -1.56851 0.01 0.02 0.01
H -2.46062 -4.41608 -0.99449 0.02 0.00 0.01
H -1.37125 -3.63126 0.14826 0.02 0.01 -0.02
H -4.27392 -0.21053 -1.30557 -0.02 -0.02 -0.01
H -5.20293 -0.58208 0.16501 0.00 -0.02 -0.02
H -5.29956 -1.64793 -1.23745 0.01 0.03 0.00
H -3.19326 -3.38686 1.38291 0.01 -0.03 -0.03
H -4.48059 -3.69799 0.20855 0.00 0.01 0.01
H -4.72583 -2.52137 1.49830 0.01 -0.01 0.00
C -3.94728 2.65336 0.20505 -0.09 -0.19 -0.04
S -2.47752 3.60376 -0.07983 -0.32 0.46 0.16
C -2.70358 3.92004 -1.81195 0.06 0.06 -0.19
O -1.32371 2.58066 -0.01203 0.95 -1.05 0.38
H -4.79838 3.31887 0.05373 0.02 0.02 0.00
H -3.94724 2.29770 1.23056 -0.07 0.02 -0.01
H -3.97238 1.82020 -0.49644 -0.04 -0.02 0.03
H -3.74036 4.22845 -1.95086 0.02 0.03 0.01
H -2.48334 3.00775 -2.36465 -0.07 0.00 -0.02
H -2.04568 4.73382 -2.10631 0.02 -0.02 0.00
Te -0.01448 1.06229 -2.42615 -0.69 0.44 -0.15
C -0.04954 -0.31699 -3.99193 0.34 -0.24 0.26
C -1.11649 -0.20301 -4.86995 0.10 -0.14 -0.18
C -1.12837 -1.01128 -6.00124 -0.04 0.02 0.04
C -0.09477 -1.90966 -6.23037 -0.01 0.02 0.02
C 0.95500 -2.02185 -5.32681 0.01 -0.03 0.07
C 0.98375 -1.22440 -4.19016 -0.14 -0.06 -0.15
C 1.21228 2.51072 -3.33730 0.29 -0.06 0.06
C 2.46950 2.16249 -3.82099 -0.03 0.07 -0.11
C 3.25988 3.12827 -4.42994 -0.01 -0.02 0.01
C 2.80392 4.43523 -4.54539 -0.02 0.00 0.01
C 1.54702 4.77855 -4.06664 -0.01 -0.03 0.02
C 0.74723 3.81521 -3.46358 0.07 0.03 0.03
H -1.91914 0.49958 -4.69149 0.00 0.03 -0.02
H -1.94877 -0.93489 -6.70271 0.02 0.00 -0.01
H -0.10746 -2.52685 -7.11887 0.00 0.00 0.02
H 1.75336 -2.73037 -5.50486 -0.01 0.01 -0.02
H 1.79585 -1.31788 -3.48063 0.03 0.04 -0.01
H 2.82443 1.14230 -3.76108 0.01 -0.01 0.02
H 4.23153 2.85531 -4.82058 -0.01 0.01 0.00
H 3.42278 5.18403 -5.02156 -0.01 -0.01 0.00
H 1.18029 5.79055 -4.17942 0.01 -0.01 0.01
H -0.23734 4.08280 -3.10542 -0.02 0.00 -0.05